C37H53Ge2N3OSTi as an isolated structure in a non-equilibrium geometry, computed with wB97M-V/def2-TZVPD.

Geometry as XYZ:
```
98
Properties=species:S:1:pos:R:3:forces:R:3
Ti 0.461 0.734 0.341 1.0 1.0 0.6
C -0.525 3.906 1.774 0.2 0.3 0.1
N -1.198 2.850 0.998 0.1 0.1 -0.2
C -2.498 2.592 1.634 0.0 -0.2 0.1
C -1.343 3.233 -0.396 0.3 -0.2 -0.3
C -2.428 3.953 -0.874 0.2 0.0 0.1
C -2.540 4.251 -2.222 0.0 0.0 0.1
C -1.571 3.829 -3.117 0.1 0.0 0.0
C -0.482 3.107 -2.660 0.1 -0.2 0.1
C -0.355 2.806 -1.308 -1.1 0.4 -0.2
N 0.790 2.155 -0.780 -0.3 -0.2 -0.7
C 1.772 3.059 -0.371 1.5 0.8 0.8
C 1.984 4.326 -0.928 -0.2 -0.4 0.0
C 2.868 5.209 -0.335 0.0 -0.1 0.1
C 3.556 4.859 0.815 -0.1 -0.1 0.0
C 3.395 3.592 1.353 -0.1 -0.1 0.1
C 2.513 2.700 0.765 -0.4 0.7 -0.7
N 2.322 1.321 1.215 0.4 0.3 0.3
C 2.138 1.234 2.674 -0.1 -0.1 0.7
C 3.557 0.622 0.806 0.7 -0.7 -0.3
H -1.056 4.863 1.700 0.0 -0.1 -0.1
H 0.496 4.049 1.426 -0.1 0.1 0.1
H -0.514 3.621 2.827 0.1 -0.1 0.0
H -2.334 2.003 2.540 0.0 0.1 -0.1
H -3.015 3.515 1.923 0.1 0.0 -0.1
H -3.144 2.040 0.954 0.0 0.0 0.1
H -3.195 4.285 -0.193 -0.1 0.0 0.1
H -3.390 4.818 -2.566 -0.1 0.1 -0.1
H -1.649 4.064 -4.167 -0.1 0.0 -0.1
H 0.286 2.782 -3.351 0.0 0.0 0.0
H 1.445 4.619 -1.815 -0.1 0.1 0.0
H 3.004 6.189 -0.762 0.0 0.1 -0.1
H 4.216 5.564 1.292 0.1 0.1 0.0
H 3.958 3.327 2.236 0.0 -0.1 0.1
H 2.202 0.191 2.992 -0.1 0.2 -0.1
H 1.161 1.659 2.953 0.2 0.0 0.0
H 2.913 1.785 3.213 -0.1 0.0 -0.1
H 4.435 1.093 1.259 -0.2 0.1 0.0
H 3.661 0.684 -0.281 0.0 0.0 0.2
H 3.530 -0.422 1.113 0.0 0.2 0.0
C 3.752 -0.291 -2.827 -0.4 -0.4 0.1
Ge 2.171 -1.500 -2.703 -0.1 0.5 -0.1
C 0.671 -0.419 -3.478 0.2 -0.2 0.3
C 2.513 -3.240 -3.611 -0.1 0.4 0.4
Ge 1.156 -1.621 -0.410 1.0 -1.6 -0.6
C -0.063 -3.228 -0.418 0.1 0.3 -0.2
C -0.414 -3.867 0.771 0.3 -0.2 0.0
C -1.145 -5.040 0.769 0.0 0.0 0.1
C -1.544 -5.606 -0.431 -0.1 0.0 -0.2
C -1.201 -4.990 -1.622 -0.1 -0.1 -0.1
C -0.469 -3.813 -1.615 0.2 0.2 0.0
C 2.255 -2.288 1.115 -0.3 0.4 -0.2
C 3.399 -3.054 0.927 -0.1 0.1 -0.3
C 4.085 -3.584 2.008 0.0 0.0 0.0
C 3.636 -3.342 3.296 0.0 0.1 0.1
C 2.494 -2.582 3.503 0.0 0.0 0.2
C 1.807 -2.067 2.417 -0.2 0.1 -0.1
H 4.115 -0.337 -3.852 0.0 0.0 -0.1
H 4.570 -0.595 -2.178 0.0 0.0 0.1
H 3.476 0.743 -2.616 0.0 0.0 0.0
H 1.003 0.157 -4.338 0.1 0.1 -0.1
H 0.329 0.277 -2.694 0.1 -0.2 -0.4
H -0.164 -1.038 -3.800 -0.1 -0.1 0.0
H 1.954 -3.323 -4.538 -0.1 0.1 -0.1
H 2.236 -4.066 -2.963 0.0 -0.1 0.1
H 3.569 -3.329 -3.845 0.1 0.1 0.0
H -0.085 -3.471 1.722 0.0 0.0 0.0
H -1.387 -5.518 1.705 0.0 -0.1 0.1
H -2.097 -6.532 -0.442 -0.1 -0.1 0.0
H -1.495 -5.431 -2.562 0.0 -0.1 -0.1
H -0.190 -3.363 -2.562 -0.1 0.0 0.0
H 3.747 -3.241 -0.082 0.1 -0.1 0.0
H 4.969 -4.181 1.845 0.1 -0.1 0.0
H 4.167 -3.740 4.145 0.1 -0.1 0.1
H 2.148 -2.398 4.511 -0.1 0.0 0.1
H 0.880 -1.499 2.578 0.2 -0.2 0.1
C -3.154 0.816 -1.788 -0.2 -0.2 0.1
C -3.699 -0.576 -1.507 0.2 0.4 0.2
C -2.603 -1.492 -0.993 -0.2 0.0 0.1
S -1.968 -1.304 0.719 -1.8 -0.5 0.1
O -1.166 0.024 0.706 -1.0 0.4 0.2
C -3.444 -0.824 1.677 0.2 -0.1 -0.2
C -4.319 -2.036 1.970 -0.1 -0.1 0.0
C -5.322 -1.718 3.078 0.1 0.0 -0.1
H -3.946 1.492 -2.095 0.0 0.1 -0.1
H -2.403 0.779 -2.576 0.0 0.0 0.0
H -2.688 1.224 -0.895 0.0 0.0 -0.1
H -4.078 -1.008 -2.435 0.0 -0.2 0.1
H -4.548 -0.533 -0.825 -0.1 -0.1 0.0
H -1.709 -1.372 -1.613 0.0 -0.2 0.2
H -2.915 -2.534 -1.023 0.2 -0.2 0.1
H -3.992 -0.039 1.163 0.1 0.1 -0.1
H -3.042 -0.416 2.605 0.2 0.0 0.0
H -3.692 -2.873 2.286 0.0 -0.1 -0.1
H -4.860 -2.327 1.067 0.1 -0.1 0.0
H -4.813 -1.514 4.017 0.0 0.0 0.1
H -5.986 -2.562 3.234 -0.1 0.0 0.0
H -5.929 -0.852 2.822 -0.1 0.1 0.0
```
Positions in Å, forces in eV/Å.

Computed properties:
Total charge = +2
Energy relative to the best compared isomer or geometry (same formula, charge and spin) = 47.8 kcal per mole
Spin multiplicity = 1
E = -7082.1490 Ha



C37H53Ge2N3OSTi as an isolated structure in a non-equilibrium geometry, computed with wB97M-V/def2-TZVPD.

Geometry as XYZ:
```
98
Properties=species:S:1:pos:R:3:forces:R:3
Ti 0.868 0.128 -0.300 -1.2 1.0 -0.4
C 1.237 1.546 2.436 0.2 0.0 -0.1
N 1.975 0.833 1.352 0.7 -0.1 0.6
C 2.965 1.779 0.741 -0.1 0.0 0.1
C 2.756 -0.330 1.826 0.0 0.1 -0.1
C 3.346 -0.398 3.069 0.0 0.2 0.1
C 4.251 -1.418 3.340 0.0 0.0 0.0
C 4.609 -2.298 2.333 0.1 0.0 0.0
C 3.987 -2.247 1.090 0.0 -0.2 -0.1
C 2.982 -1.321 0.862 -0.1 0.0 -0.1
N 2.122 -1.251 -0.266 0.5 -0.6 0.2
C 1.747 -2.335 -1.113 0.0 0.2 -0.1
C 2.052 -3.677 -0.944 0.1 0.0 0.2
C 1.477 -4.638 -1.763 0.0 -0.1 0.0
C 0.590 -4.279 -2.761 0.0 -0.1 0.0
C 0.287 -2.940 -2.952 -0.1 0.1 -0.2
C 0.865 -1.982 -2.143 0.2 0.0 0.0
N 0.646 -0.532 -2.316 0.1 -0.3 -0.6
C 1.780 -0.001 -3.137 -0.1 -0.1 -0.1
C -0.645 -0.244 -2.993 0.3 -0.1 0.0
H 1.939 2.092 3.065 0.1 0.0 0.0
H 0.682 0.840 3.037 -0.1 -0.1 0.1
H 0.543 2.253 1.990 -0.1 0.0 -0.1
H 3.760 1.990 1.450 0.1 0.0 0.1
H 2.469 2.710 0.481 -0.1 0.0 0.0
H 3.415 1.334 -0.143 0.1 -0.1 -0.1
H 3.125 0.339 3.832 0.0 0.0 -0.1
H 4.705 -1.490 4.320 0.0 0.0 -0.1
H 5.376 -3.042 2.511 -0.1 0.1 0.0
H 4.294 -2.926 0.308 0.0 0.0 0.1
H 2.692 -3.998 -0.139 0.0 0.0 0.0
H 1.720 -5.682 -1.599 0.0 0.1 0.0
H 0.133 -5.031 -3.393 0.0 0.0 0.0
H -0.399 -2.666 -3.744 0.0 0.0 0.1
H 1.822 -0.520 -4.093 -0.1 -0.1 -0.1
H 2.715 -0.178 -2.621 0.2 0.0 0.1
H 1.657 1.059 -3.324 -0.1 0.2 0.0
H -0.623 -0.601 -4.022 0.0 0.0 -0.1
H -0.822 0.824 -3.022 0.0 0.2 0.0
H -1.453 -0.729 -2.462 0.0 0.0 0.1
C -3.735 0.818 -0.930 -0.1 0.1 0.0
Ge -3.362 -1.023 -0.350 0.2 0.2 -0.2
C -3.706 -2.091 -1.955 -0.1 -0.1 0.0
C -4.548 -1.568 1.088 -0.1 0.0 0.1
Ge -1.091 -1.151 0.640 -0.8 -1.0 0.8
C -0.690 -3.054 0.965 0.2 0.0 -0.1
C -1.504 -4.044 0.413 0.1 0.0 0.1
C -1.285 -5.392 0.686 0.0 0.0 0.0
C -0.244 -5.771 1.522 0.0 0.0 0.0
C 0.580 -4.800 2.077 0.0 0.1 0.0
C 0.365 -3.458 1.792 -0.1 0.0 -0.1
C -1.424 -0.389 2.439 0.0 0.4 -0.1
C -2.081 0.846 2.508 0.1 -0.1 0.1
C -2.344 1.460 3.726 0.0 0.0 -0.1
C -1.938 0.850 4.907 0.0 0.0 0.0
C -1.296 -0.381 4.858 0.0 0.0 0.0
C -1.044 -0.999 3.636 -0.1 0.1 0.0
H -4.821 0.937 -1.002 0.1 0.0 0.0
H -3.315 0.990 -1.926 0.0 0.0 0.1
H -3.360 1.580 -0.242 0.0 -0.1 -0.1
H -4.784 -2.014 -2.135 0.1 0.0 0.0
H -3.460 -3.148 -1.847 0.0 0.1 0.0
H -3.193 -1.696 -2.834 -0.1 -0.1 0.0
H -5.571 -1.585 0.699 0.1 0.0 0.1
H -4.493 -0.872 1.925 0.0 -0.1 0.0
H -4.289 -2.568 1.444 0.0 0.1 0.0
H -2.330 -3.770 -0.230 0.0 0.0 0.0
H -1.936 -6.144 0.254 0.0 0.1 0.0
H -0.075 -6.819 1.742 0.0 0.1 0.0
H 1.394 -5.088 2.734 0.0 0.0 0.0
H 1.036 -2.724 2.222 0.0 0.1 0.0
H -2.397 1.338 1.595 0.0 0.0 0.0
H -2.875 2.404 3.757 0.0 0.0 0.0
H -2.138 1.323 5.861 0.0 0.0 0.0
H -0.997 -0.872 5.777 0.0 0.0 -0.1
H -0.576 -1.970 3.634 0.1 -0.1 0.0
C -1.233 4.295 -4.432 0.0 -0.1 0.1
C -1.617 4.707 -3.007 0.1 0.0 -0.1
C -1.408 3.622 -1.944 -0.1 0.0 -0.1
S 0.251 2.944 -1.972 -0.1 0.1 0.1
O 0.263 1.953 -0.759 0.0 0.3 -0.3
C 1.228 4.354 -1.451 -0.1 0.0 0.2
C 0.810 4.986 -0.127 0.1 0.1 0.0
C 1.915 5.904 0.397 0.0 0.0 0.0
H -1.501 5.080 -5.137 0.0 0.0 0.0
H -1.758 3.385 -4.736 0.1 0.1 0.0
H -0.158 4.120 -4.544 0.0 0.0 0.0
H -2.679 4.951 -2.979 0.0 0.0 0.1
H -1.085 5.617 -2.722 0.0 0.0 0.0
H -2.050 2.759 -2.133 0.0 0.0 0.0
H -1.589 3.975 -0.927 0.0 0.0 0.0
H 1.170 5.053 -2.290 0.0 0.0 0.0
H 2.249 3.970 -1.417 0.1 0.0 0.0
H 0.591 4.207 0.604 0.0 -0.1 0.0
H -0.105 5.564 -0.265 0.0 0.0 0.0
H 2.843 5.352 0.573 -0.1 0.0 0.0
H 1.611 6.364 1.338 0.0 0.0 0.0
H 2.130 6.706 -0.312 0.0 -0.1 0.0
```
Positions in Å, forces in eV/Å.

Computed properties:
Total charge = +2
Energy relative to the best compared isomer or geometry (same formula, charge and spin) = 3.5 kcal per mole
Spin multiplicity = 1
E = -7082.2196 Ha



C37H53MgNO2Se as an isolated structure, computed with wB97M-V/def2-TZVPD.

Geometry as XYZ:
```
95
Properties=species:S:1:pos:R:3:forces:R:3
Mg -0.150 -1.902 -1.439 -0.1 0.4 0.0
C -4.583 0.048 4.225 0.0 0.0 0.0
C -3.147 0.348 3.781 0.0 0.0 0.0
C -2.993 1.856 3.544 0.0 0.0 0.0
C -2.202 -0.057 4.911 0.0 0.0 0.0
C -2.838 -0.399 2.487 0.1 0.0 0.0
C -1.785 -1.285 2.353 0.0 0.0 0.1
C -1.526 -1.897 1.135 0.0 0.0 0.0
Se -0.011 -3.093 1.003 0.0 -0.1 0.0
C 1.459 -1.837 1.045 0.0 0.0 0.0
C 1.819 -1.315 2.278 0.0 0.0 0.1
C 2.868 -0.421 2.393 0.0 0.0 0.0
C 3.529 -0.093 1.213 0.0 0.0 0.0
C 3.209 -0.584 -0.046 0.0 0.1 0.0
C 2.138 -1.511 -0.155 0.1 0.0 0.0
O 1.754 -2.033 -1.305 0.2 -0.2 -0.1
C 4.065 -0.045 -1.208 0.0 0.0 0.0
C 3.589 -0.432 -2.611 0.0 0.1 0.0
C 5.503 -0.554 -1.045 0.0 0.0 0.0
C 4.059 1.492 -1.167 0.0 0.0 0.0
C 3.290 0.216 3.712 0.0 0.0 0.0
C 3.076 1.732 3.626 0.0 0.0 0.0
C 4.772 -0.073 3.981 0.0 0.0 0.0
C 2.478 -0.318 4.891 0.0 0.0 0.0
C -2.321 -1.682 -0.017 0.0 0.0 -0.1
O -1.996 -2.248 -1.161 -0.4 -0.3 -0.1
C -3.420 -0.789 0.120 0.0 0.0 0.0
C -3.620 -0.188 1.353 0.0 0.0 0.0
C -4.369 -0.358 -1.012 0.0 0.0 0.0
C -5.822 -0.574 -0.568 0.0 0.0 0.0
C -4.137 1.135 -1.293 0.0 0.0 0.0
C -4.206 -1.095 -2.344 0.0 0.0 0.0
H -4.804 0.554 5.167 0.0 0.0 0.0
H -5.310 0.388 3.488 0.0 0.0 0.0
H -4.728 -1.023 4.367 0.0 0.0 0.0
H -3.238 2.413 4.451 0.0 0.0 0.0
H -1.968 2.096 3.259 0.0 0.0 0.0
H -3.651 2.202 2.747 0.0 0.0 0.0
H -2.457 0.494 5.818 0.0 0.0 0.0
H -2.275 -1.122 5.134 0.0 0.0 0.0
H -1.163 0.170 4.666 0.0 0.0 0.0
H -1.140 -1.513 3.190 0.0 0.0 0.0
H 1.262 -1.632 3.149 0.0 0.0 0.0
H 4.352 0.606 1.279 0.0 0.0 0.0
H 3.561 -1.507 -2.754 0.0 -0.1 0.0
H 2.588 -0.035 -2.782 -0.1 0.0 0.0
H 4.275 0.013 -3.340 0.0 0.0 0.0
H 5.536 -1.641 -1.118 0.0 0.0 0.0
H 6.143 -0.137 -1.826 0.0 0.0 0.0
H 5.923 -0.272 -0.080 0.0 0.0 0.0
H 3.039 1.870 -1.237 0.0 0.0 0.0
H 4.505 1.888 -0.257 0.0 0.0 0.0
H 4.632 1.884 -2.010 0.0 0.0 0.0
H 3.665 2.171 2.820 0.0 0.0 0.0
H 2.027 1.961 3.435 0.0 0.0 0.0
H 3.370 2.215 4.560 0.0 0.0 0.0
H 5.409 0.320 3.189 0.0 0.0 0.0
H 5.084 0.388 4.919 0.0 0.0 0.0
H 4.949 -1.147 4.051 0.0 0.0 0.0
H 1.416 -0.090 4.784 0.0 0.0 0.0
H 2.586 -1.398 4.999 0.0 0.0 0.0
H 2.825 0.148 5.815 0.0 0.0 0.0
H -4.440 0.516 1.436 0.0 0.0 0.0
H -6.058 -0.054 0.358 0.0 0.0 0.0
H -6.505 -0.209 -1.339 0.0 0.0 0.0
H -6.020 -1.636 -0.414 0.0 -0.1 0.0
H -4.350 1.751 -0.420 0.0 0.0 0.0
H -3.099 1.309 -1.585 0.0 0.0 0.0
H -4.785 1.469 -2.107 0.0 0.0 0.0
H -4.295 -2.172 -2.233 0.0 -0.1 0.0
H -4.989 -0.741 -3.022 0.0 0.0 0.0
H -3.239 -0.883 -2.787 0.1 0.0 -0.1
C 1.277 0.180 -5.620 0.0 0.0 0.0
N 0.327 -0.915 -5.292 0.0 0.0 -0.1
C 0.998 -1.969 -4.483 0.0 0.0 0.0
C -0.959 -0.389 -4.634 -0.1 -0.1 0.0
C -0.677 0.592 -3.541 -0.1 0.0 0.0
C -0.807 1.953 -3.836 0.0 0.0 0.0
C -0.531 2.896 -2.865 0.0 0.0 0.0
C -0.115 2.462 -1.612 0.0 0.1 0.0
C 0.010 1.107 -1.345 0.0 -0.1 0.1
C -0.285 0.104 -2.288 0.1 0.0 0.0
H 2.101 -0.240 -6.191 0.0 0.0 0.0
H 1.634 0.610 -4.688 0.0 0.0 -0.1
H 0.754 0.938 -6.196 0.0 0.0 0.0
H 0.039 -1.346 -6.171 0.0 0.0 0.1
H 1.267 -1.551 -3.514 0.1 0.0 0.0
H 1.896 -2.290 -5.008 0.0 0.0 0.0
H 0.311 -2.804 -4.373 0.0 0.0 0.0
H -1.469 -1.278 -4.257 0.0 0.0 0.0
H -1.539 0.040 -5.454 0.0 0.0 0.0
H -1.141 2.275 -4.819 0.0 0.0 0.0
H -0.643 3.951 -3.076 0.0 0.0 0.0
H 0.102 3.187 -0.838 0.0 0.0 0.0
H 0.336 0.826 -0.346 0.0 0.0 0.0
```
Positions in Å, forces in eV/Å.

Computed properties:
Energy relative to the best compared isomer or geometry (same formula, charge and spin) = 0.0 kcal per mole
Spin multiplicity = 1
E = -4248.4800 Ha



C37H53N2O2PRe as an isolated structure in a non-equilibrium geometry, computed with wB97M-V/def2-TZVPD.

Geometry as XYZ:
```
96
Properties=species:S:1:pos:R:3:forces:R:3
Re 0.076 -0.462 -0.461 -1.0 0.0 -0.4
N 0.912 0.211 1.367 0.0 0.1 0.0
C -0.122 0.834 2.212 0.0 0.0 0.0
C 0.098 1.346 3.463 0.0 0.0 0.0
C -0.970 1.944 4.164 0.0 0.0 0.0
C -2.218 2.019 3.603 0.0 0.0 0.0
C -2.455 1.493 2.308 0.0 0.0 0.0
C -3.702 1.527 1.659 0.0 0.0 0.0
C -3.845 0.991 0.387 0.0 0.0 0.0
C -2.755 0.417 -0.234 -0.1 0.0 0.0
N -1.536 0.362 0.350 0.1 -0.1 -0.1
C -1.379 0.898 1.620 0.1 0.0 0.1
H 1.367 -0.556 1.869 0.0 0.0 0.0
H 1.652 0.895 1.182 0.0 0.0 0.0
H 1.080 1.303 3.921 0.0 0.0 0.0
H -0.791 2.348 5.151 0.0 0.0 0.0
H -3.035 2.482 4.141 0.0 0.0 0.0
H -4.553 1.975 2.159 0.0 0.0 0.0
H -4.796 1.016 -0.127 0.0 0.0 0.0
H -2.833 -0.005 -1.229 0.0 0.0 0.0
O 0.601 0.804 -1.747 0.5 -0.1 0.5
P 1.519 0.593 -3.085 0.0 0.0 -0.4
C 0.555 1.402 -4.369 0.0 0.0 0.0
C 1.056 1.196 -5.816 0.0 0.1 -0.1
C 0.400 2.247 -6.711 0.0 0.0 0.0
C 0.874 3.664 -6.362 0.0 0.1 -0.1
C 1.270 3.809 -4.888 0.0 0.0 0.0
C 0.426 2.915 -3.985 0.0 0.0 0.0
C 3.124 1.354 -2.782 -0.1 0.0 0.3
C 3.759 0.890 -1.443 0.0 -0.1 0.0
C 4.801 -0.206 -1.646 0.0 0.0 0.0
C 5.966 0.301 -2.514 0.1 0.0 0.0
C 5.533 1.397 -3.494 0.0 0.0 0.0
C 4.098 1.201 -3.982 0.0 0.0 -0.1
C 1.527 -1.245 -2.957 -0.1 0.0 0.2
C 0.087 -1.809 -2.936 0.2 -0.1 0.0
C -0.496 -2.066 -4.330 -0.1 0.0 0.0
C 0.439 -2.997 -5.105 0.0 0.0 0.0
C 1.839 -2.405 -5.222 0.0 0.0 0.0
C 2.436 -2.115 -3.848 -0.1 -0.1 -0.1
H -0.437 0.943 -4.285 0.0 0.0 0.0
H 0.793 0.197 -6.162 0.0 0.0 0.0
H 2.142 1.289 -5.885 0.0 0.0 0.0
H -0.687 2.165 -6.619 0.0 0.0 0.0
H 0.629 2.016 -7.751 0.0 0.0 0.0
H 0.087 4.378 -6.605 0.0 0.0 0.0
H 1.721 3.941 -6.991 0.0 0.0 0.0
H 1.141 4.844 -4.569 0.0 0.0 0.0
H 2.333 3.590 -4.746 0.0 -0.1 0.0
H -0.626 3.188 -4.083 0.0 0.0 0.0
H 0.677 3.089 -2.934 0.0 0.0 0.0
H 2.847 2.411 -2.687 0.1 0.0 0.0
H 2.981 0.561 -0.738 0.0 0.0 0.0
H 4.231 1.758 -0.980 0.0 0.0 0.0
H 4.333 -1.082 -2.107 0.0 0.0 0.0
H 5.178 -0.539 -0.678 0.0 0.0 0.0
H 6.409 -0.537 -3.053 0.0 0.0 0.0
H 6.757 0.689 -1.872 0.0 0.0 0.0
H 6.198 1.417 -4.356 0.0 0.0 0.0
H 5.614 2.383 -3.031 0.0 0.0 0.0
H 4.005 0.221 -4.458 0.0 0.0 0.0
H 3.858 1.944 -4.740 0.0 0.0 0.0
H 1.956 -1.338 -1.924 0.1 0.1 -0.1
H -0.646 -1.132 -2.397 -0.2 0.0 0.1
H 0.111 -2.760 -2.395 0.0 0.0 -0.1
H -0.624 -1.128 -4.872 0.0 0.0 0.0
H -1.487 -2.511 -4.230 0.0 0.0 0.0
H 0.018 -3.188 -6.091 0.0 0.0 0.0
H 0.493 -3.964 -4.593 0.0 0.0 0.0
H 1.815 -1.495 -5.824 0.0 0.0 0.0
H 2.501 -3.097 -5.742 0.0 0.0 0.0
H 3.428 -1.676 -3.932 0.0 0.0 0.0
H 2.565 -3.061 -3.311 0.0 0.0 0.0
C 1.270 -8.644 -0.017 0.0 -0.1 0.0
C 0.765 -7.261 0.016 0.0 0.0 0.0
C 1.604 -6.202 0.457 0.0 0.0 0.0
C 1.187 -4.910 0.478 0.0 0.0 0.0
C 2.104 -3.853 1.014 0.0 0.0 0.0
C -0.179 -4.614 0.030 0.0 0.1 0.0
C -0.709 -3.367 -0.063 0.0 -0.2 0.2
O -0.053 -2.219 0.204 0.6 0.1 0.0
C -1.074 -5.723 -0.343 0.0 0.0 0.0
C -2.513 -5.504 -0.702 0.0 0.0 0.0
C -0.569 -6.987 -0.354 0.0 0.0 0.0
H 2.356 -8.700 0.003 0.0 0.0 0.0
H 0.867 -9.196 -0.867 0.0 0.0 0.0
H 0.894 -9.164 0.877 0.0 0.0 0.0
H 2.598 -6.450 0.805 0.0 0.0 0.0
H 3.000 -4.312 1.426 0.0 0.0 0.0
H 1.617 -3.284 1.807 0.0 0.0 0.0
H 2.415 -3.156 0.230 0.0 0.0 0.0
H -1.759 -3.234 -0.300 0.0 0.0 -0.1
H -3.088 -5.227 0.186 0.0 0.0 0.0
H -2.944 -6.422 -1.092 0.0 0.0 0.0
H -2.655 -4.730 -1.458 0.0 0.0 0.0
H -1.204 -7.815 -0.644 0.0 0.0 0.0
```
Positions in Å, forces in eV/Å.

Computed properties:
Total charge = +4
⟨S²⟩ = 0.754
Energy relative to the best compared isomer or geometry (same formula, charge and spin) = 10.3 kcal per mole
Spin multiplicity = 2
E = -2119.9111 Ha